A structure of composition C24H46Cl2N3O7SSiY. Source: the OMol25 dataset; level of theory: ωB97M-V with the def2-TZVPD basis set.

## Properties
* relative energy (zero: lowest compared OMol25 entry of this formula, charge and spin): 107.2 kcal/mol
* E_HOMO: -3.35 eV
* F_max: 2.60 eV Å⁻¹
* gap between HOMO and LUMO: 0.125 hartree

```
85
Properties=species:S:1:pos:R:3:forces:R:3
C 1.745 -1.588 -4.465 -0.208 0.119 -0.073
C 2.473 -0.845 -3.364 1.234 -0.575 1.506
H 2.402 -1.667 -5.340 -0.223 0.016 0.142
H 0.793 -1.106 -4.764 0.378 -0.079 0.127
H 1.512 -2.597 -4.132 -0.117 -0.198 -0.017
C 3.726 -0.262 -3.605 0.475 0.270 0.871
C 4.171 0.212 -4.930 0.128 -0.066 -0.551
H 4.449 -0.299 -2.789 -0.049 0.147 -0.277
H 3.361 0.733 -5.480 0.379 -0.129 -0.057
H 4.528 -0.634 -5.553 0.057 0.398 -0.431
H 5.007 0.924 -4.826 -0.229 -0.209 -0.176
Y -1.699 1.189 1.110 1.465 0.158 0.141
Cl -3.885 2.346 1.013 -0.687 0.229 -0.175
C 1.140 0.394 2.497 0.257 -0.140 0.413
O 0.282 1.238 2.106 0.685 -0.236 0.229
N 1.689 0.427 3.702 -0.346 0.451 -0.818
C 1.532 1.612 4.526 -0.056 0.062 0.305
C 2.530 -0.670 4.168 0.313 -0.058 -0.249
H 1.504 -0.407 1.838 -0.289 0.053 0.100
H 0.548 2.065 4.371 0.251 -0.176 0.070
H 2.309 2.357 4.306 -0.147 -0.181 -0.056
H 1.653 1.299 5.562 -0.166 0.178 0.060
H 2.120 -1.616 3.796 0.112 0.234 0.152
H 2.526 -0.651 5.259 -0.080 -0.151 -0.127
H 3.560 -0.554 3.809 -0.244 -0.028 0.124
H -5.272 0.665 5.790 0.216 0.029 0.003
H -6.269 -1.103 4.457 0.063 -0.060 -0.250
C -4.717 1.061 4.934 -0.117 -0.111 0.120
C -5.754 -0.727 3.566 0.007 -0.040 0.156
N -4.540 -0.031 3.983 0.334 0.126 -0.469
H -3.750 1.457 5.259 -0.294 -0.123 -0.224
C -3.453 -0.151 3.224 0.689 1.038 0.111
O -2.461 0.635 3.248 -1.333 -1.115 0.094
H -5.476 -1.559 2.904 -0.252 0.266 0.242
H -3.492 -0.997 2.509 0.122 0.346 0.302
H -5.343 1.845 4.496 0.277 0.034 -0.080
H -6.421 -0.025 3.039 0.229 -0.287 0.112
H 0.569 1.889 -3.447 0.075 0.018 0.264
H 3.338 2.773 -2.311 -0.115 0.055 -0.138
C 0.499 2.900 -3.033 0.006 -0.111 -0.275
C 2.642 3.547 -1.963 0.762 -0.465 0.121
N 1.297 3.015 -1.826 -0.679 0.218 1.315
H -0.541 3.150 -2.846 -0.076 0.037 0.138
C 0.838 2.795 -0.581 -0.174 0.375 -0.557
O -0.367 2.752 -0.224 0.466 -0.515 -0.154
H 2.980 3.907 -0.983 -0.005 -0.010 -0.343
H 1.652 2.671 0.157 -0.360 0.244 -0.085
H 0.920 3.585 -3.767 -0.161 0.075 -0.011
H 2.656 4.376 -2.681 -0.149 -0.135 0.262
O 1.531 -0.171 -2.456 -1.823 1.348 0.620
C 2.198 -1.226 -1.824 0.187 -0.351 -1.491
C 3.451 0.359 -0.315 0.039 0.033 -0.026
C 3.061 -0.948 -0.664 -0.125 -0.020 0.979
H 3.062 1.197 -0.902 0.346 -0.555 0.007
C 4.325 0.598 0.749 -0.071 -0.255 0.169
H 1.576 -2.105 -1.732 -0.129 -0.378 0.385
C 3.421 -1.981 0.255 0.157 0.136 -0.889
H 4.652 1.618 0.978 -0.115 -0.299 -0.145
C 4.805 -0.463 1.528 -0.158 0.075 -0.116
C 4.316 -1.758 1.293 0.244 0.356 0.165
H 3.018 -2.983 0.100 0.124 0.282 -0.012
H 5.537 -0.271 2.319 -0.232 -0.106 -0.237
H 4.657 -2.579 1.942 -0.290 0.331 -0.388
Si -3.187 -0.416 -2.444 0.013 0.864 0.677
Cl -1.368 0.382 -1.358 -1.188 -0.847 -2.147
C -4.237 1.097 -2.782 0.019 0.271 -0.115
C -4.115 -1.468 -1.233 -0.230 -0.285 0.198
C -2.646 -1.335 -3.947 0.421 -0.210 -0.222
H -3.622 1.979 -2.991 -0.064 -0.102 -0.014
H -4.863 1.337 -1.912 0.268 -0.071 -0.115
H -4.916 0.963 -3.639 0.258 -0.139 0.178
H -2.216 -0.653 -4.694 0.063 -0.265 0.235
H -3.492 -1.855 -4.431 0.167 0.253 0.341
H -1.903 -2.100 -3.662 -0.139 0.316 -0.258
H -3.549 -1.760 -0.352 0.196 -0.075 -0.050
H -4.464 -2.372 -1.742 0.055 -0.042 0.079
H -5.004 -0.936 -0.882 0.072 0.059 -0.057
C -1.688 -3.565 1.395 -0.025 -0.255 -0.042
S -0.679 -2.129 1.656 0.798 0.308 -0.548
O -0.473 -1.944 3.085 -0.306 -0.085 -0.532
O 0.534 -2.259 0.853 -1.228 -0.031 0.793
O -1.578 -1.042 1.078 0.184 -0.423 0.637
H -2.734 -3.272 1.517 0.150 -0.122 -0.047
H -1.438 -4.346 2.114 0.111 0.180 -0.047
H -1.486 -3.923 0.381 -0.170 0.128 0.155
```
Positions in Å, forces in eV/Å.

Atomic partial charges in e from the Löwdin method, atoms 1 to 4: -0.026, -0.458, 0.069, 0.070

***

A cluster of 2 separate species, ClH3NO2P in total. Source: the OMol25 dataset; level of theory: ωB97M-V with the def2-TZVPD basis set.

## Properties
* relative energy (zero: lowest compared OMol25 entry of this formula, charge and spin): 83.4 kcal/mol
* E_HOMO (alpha / beta): -10.19 / -10.15 eV
* F_max: 3.80 eV Å⁻¹
* gap between HOMO and LUMO (alpha / beta): 0.302 / 0.300 hartree

```
8
Properties=species:S:1:pos:R:3:forces:R:3
N 0.720 -0.114 1.448 -1.069 0.028 0.594
O -1.923 0.408 -0.907 1.712 -2.668 1.724
O 0.625 -1.027 -0.964 -1.215 0.230 1.972
P -0.188 -0.851 0.470 0.301 0.995 -3.650
Cl -0.995 -2.726 0.625 0.211 1.304 0.312
H 0.611 0.322 2.379 -0.202 -0.800 -0.980
H -1.497 1.254 -0.878 0.414 1.034 0.227
H 0.268 -0.323 -1.530 -0.152 -0.123 -0.199
```
Positions in Å, forces in eV/Å.

Atomic partial charges in e from the natural (NBO) method, atoms 1 to 4: -1.187, -0.961, -0.950, 1.890

***

A structure of composition C20H41IrN2P3Se. Source: the OMol25 dataset; level of theory: ωB97M-V with the def2-TZVPD basis set.

## Properties
* relative energy (zero: lowest compared OMol25 entry of this formula, charge and spin): 0.0 kcal/mol
* ⟨S²⟩: 8.79
* E_HOMO (alpha / beta): -16.39 / -18.75 eV
* F_max: 4.67 eV Å⁻¹
* total charge: +4
* 2S+1: 6
* gap between HOMO and LUMO (alpha / beta): 0.181 / 0.103 hartree

```
68
Properties=species:S:1:pos:R:3:forces:R:3
Ir 0.042 0.302 1.144 0.073 0.847 -0.939
P 0.284 2.200 2.480 0.357 3.241 2.432
P -2.253 0.651 0.779 -3.031 0.174 0.450
P 2.328 0.009 0.781 3.036 -0.854 0.446
H -1.449 -3.158 -7.829 -0.054 -0.083 -0.051
C -0.600 -3.819 -7.670 0.515 4.275 -1.499
C -0.759 -5.080 -7.277 -0.550 -4.474 1.238
H -1.744 -5.504 -7.098 -0.029 -0.004 -0.044
C 0.410 3.847 1.657 -0.036 -0.490 -0.584
C -1.055 2.544 3.712 -0.186 -0.551 -0.442
C 1.722 2.356 3.637 0.075 -0.541 -0.478
C -2.976 -0.450 -0.500 0.414 -0.053 0.045
C -3.564 0.486 2.081 0.647 -0.136 0.291
C -2.785 2.300 0.137 0.556 -0.243 0.106
C 2.733 -1.260 -0.483 -0.442 0.023 0.112
C 3.499 -0.490 2.131 -0.689 0.034 0.132
C 3.316 1.429 0.138 -0.665 0.020 0.155
H 0.384 -3.395 -7.849 0.026 -0.114 -0.056
H 0.090 -5.741 -7.117 0.019 -0.012 -0.045
H 0.424 4.666 2.385 -0.012 -0.320 -0.028
H -0.430 3.981 0.971 0.035 0.147 0.092
H 1.325 3.872 1.059 -0.029 0.129 0.094
H -0.777 3.355 4.395 0.122 -0.148 -0.274
H -1.248 1.637 4.292 -0.076 0.222 0.002
H -1.978 2.817 3.196 0.031 0.016 0.082
H 1.665 3.292 4.203 -0.167 -0.161 -0.217
H 2.660 2.342 3.077 -0.027 0.041 0.102
H 1.729 1.518 4.338 0.119 0.134 -0.008
H -4.070 -0.458 -0.439 0.245 0.101 -0.063
H -2.590 -1.463 -0.357 -0.205 0.027 0.052
H -2.664 -0.100 -1.486 -0.165 0.009 -0.081
H -4.394 1.160 1.844 0.205 -0.167 0.002
H -3.168 0.748 3.066 -0.157 -0.065 -0.091
H -3.947 -0.534 2.120 0.120 -0.002 0.045
H -3.879 2.340 0.087 0.257 -0.080 -0.090
H -2.363 2.451 -0.858 -0.140 0.246 -0.034
H -2.439 3.096 0.803 -0.097 -0.027 -0.131
H 3.805 -1.487 -0.489 -0.215 0.139 -0.013
H 2.430 -0.881 -1.462 0.106 -0.046 -0.061
H 2.163 -2.170 -0.282 0.160 0.031 0.038
H 4.525 -0.498 1.747 -0.261 0.014 -0.054
H 3.266 -1.483 2.523 -0.063 0.055 -0.024
H 3.440 0.229 2.953 0.062 -0.140 -0.076
H 4.385 1.212 0.238 -0.261 -0.006 -0.126
H 3.087 2.338 0.701 0.122 -0.020 -0.083
H 3.058 1.594 -0.909 0.188 0.135 -0.042
C 0.117 0.537 -2.599 0.278 1.126 -0.403
C -0.304 -0.799 -2.595 0.110 1.196 1.697
C -0.342 -1.535 -3.780 0.216 -0.650 -2.547
C 0.038 -0.956 -4.991 -0.281 -0.557 0.650
C 0.458 0.377 -5.002 -0.030 -1.259 -1.825
C 0.499 1.117 -3.822 -0.086 0.796 2.413
Se 0.209 1.665 -1.044 0.069 0.226 -2.226
H -0.175 -1.053 0.235 0.105 -0.062 -0.345
H -0.597 -1.250 -1.650 0.057 -0.028 -0.171
H -0.672 -2.571 -3.752 0.043 0.176 0.053
H 0.007 -1.531 -5.912 0.031 0.236 0.214
H 0.759 0.846 -5.936 -0.042 -0.017 0.080
H 0.829 2.152 -3.842 -0.054 -0.092 -0.075
N -0.203 -1.968 4.763 0.183 0.658 0.516
C -0.472 -2.908 3.844 -0.435 -1.620 -1.151
C -0.435 -2.319 2.601 -0.318 -1.691 0.844
N -0.141 -1.012 2.751 0.027 -0.892 3.257
C -0.004 -0.826 4.079 0.033 0.171 -0.412
H -0.155 -2.096 5.798 -0.050 0.211 -1.308
H -0.680 -3.947 4.064 0.059 0.220 0.217
H -0.608 -2.814 1.656 0.061 0.232 0.106
H 0.230 0.093 4.564 0.092 0.297 0.133
```
Positions in Å, forces in eV/Å.

Atomic partial charges in e from the natural (NBO) method, atoms 1 to 4: 0.449, 0.898, 0.996, 1.006

***

An isolated molecule of C15H20N2O. Source: the OMol25 dataset; level of theory: ωB97M-V with the def2-TZVPD basis set.

## Properties
* relative energy (zero: lowest compared OMol25 entry of this formula, charge and spin): 38.1 kcal/mol
* E_HOMO: -8.58 eV
* structure (SMILES): Cc1cccc(OCCCCCn2ccnc2)c1
* F_max: 0.60 eV Å⁻¹
* gap between HOMO and LUMO: 0.341 hartree

```
38
Properties=species:S:1:pos:R:3:forces:R:3
C 1.694 -5.631 -1.854 -0.005 0.012 -0.034
C 1.701 -4.134 -1.912 -0.063 0.108 0.039
C 0.616 -3.400 -1.470 -0.037 0.136 0.010
C 0.613 -2.006 -1.532 0.094 -0.118 -0.034
C 1.720 -1.343 -2.046 -0.274 0.285 0.102
C 2.808 -2.080 -2.489 0.073 -0.146 -0.030
C 2.805 -3.458 -2.426 0.076 0.065 -0.035
H 3.660 -4.018 -2.775 0.102 -0.060 -0.036
H 3.667 -1.560 -2.887 0.064 0.041 -0.028
H 1.751 -0.267 -2.107 -0.037 0.091 0.014
O -0.516 -1.401 -1.064 0.057 -0.192 -0.011
C -0.605 0.006 -1.111 -0.189 0.242 0.057
C -1.980 0.393 -0.570 0.259 -0.054 -0.246
C -2.202 1.909 -0.513 -0.055 -0.143 0.242
C -1.999 2.518 0.874 0.208 0.004 -0.235
H -2.271 3.576 0.838 0.000 -0.011 0.090
H -2.669 2.031 1.587 -0.026 0.035 0.045
C -0.560 2.411 1.389 -0.450 -0.083 -0.388
N -0.406 3.115 2.634 0.186 0.092 0.270
C -0.038 4.406 2.806 0.069 0.088 -0.111
N -0.062 4.765 4.059 0.153 0.576 0.055
C -0.471 3.667 4.745 -0.106 -0.260 -0.004
C -0.693 2.634 3.881 -0.056 -0.126 0.279
H -1.013 1.625 4.041 -0.065 -0.219 0.004
H -0.575 3.689 5.811 -0.044 -0.097 0.216
H 0.247 5.042 1.992 0.057 0.075 -0.273
H -0.291 1.364 1.549 0.103 0.102 -0.053
H 0.128 2.848 0.659 0.009 -0.105 0.071
H -3.225 2.129 -0.819 0.060 0.046 -0.086
H -1.537 2.403 -1.226 -0.019 0.100 -0.108
H -2.101 -0.047 0.421 -0.038 -0.062 0.061
H -2.724 -0.070 -1.219 -0.005 -0.053 0.040
H -0.500 0.360 -2.147 0.039 -0.014 0.111
H 0.196 0.456 -0.509 -0.012 -0.020 -0.086
H -0.257 -3.890 -1.067 -0.109 -0.084 0.058
H 1.648 -6.045 -2.862 -0.009 -0.089 -0.029
H 2.604 -6.000 -1.385 0.027 -0.078 0.032
H 0.837 -5.996 -1.294 -0.036 -0.083 0.031
```
Positions in Å, forces in eV/Å.

Atomic partial charges in e from the natural (NBO) method, atoms 1 to 4: -0.630, 0.023, -0.295, 0.398